No. 1
A structure of composition C23H41NP in a non-equilibrium geometry, computed with ωB97M-V/def2-TZVPD.

lowest unoccupied orbital energy = -3.56 eV
DFT total energy = -35285.2823 eV
largest force on an atom = 3.5 eV Å⁻¹

Geometry as ORCA input:
```
! wB97M-V def2-TZVPD RIJCOSX def2/J DEFGRID3
* xyz 1 1
C -5.0559 2.2970 -1.3063
C -3.9063 1.3053 -1.4310
C -2.5887 1.9502 -0.9833
C -1.2964 1.1172 -1.2357
P -0.7074 -0.2690 -0.0931
C 0.0915 -1.8024 -0.8046
C -0.7340 -2.9286 -1.5176
C -1.8239 -3.6266 -0.7109
C -2.4020 -4.8617 -1.4072
C -0.9757 -0.2480 1.7907
C -1.6543 -1.4148 2.5907
C -1.3198 -1.1543 4.0717
C 0.1797 -1.0201 4.3412
H -5.9611 1.8428 -1.7141
H -5.2249 2.5665 -0.2589
H -4.8330 3.2093 -1.8696
H -4.0634 0.4245 -0.7960
H -3.7896 0.9426 -2.4625
H -2.4647 2.8861 -1.5656
H -2.6290 2.2173 0.0898
H -1.2598 0.7573 -2.2899
H -0.5081 1.9101 -1.1502
H 0.8303 -1.4259 -1.5415
H 0.7437 -2.2396 -0.0184
H -1.1525 -2.4766 -2.4285
H 0.0021 -3.6899 -1.8196
H -1.4149 -3.9184 0.2636
H -2.6188 -2.9034 -0.5023
H -3.0771 -5.3837 -0.7206
H -2.9724 -4.6070 -2.3065
H -1.6125 -5.5625 -1.6924
H 0.0272 -0.0679 2.2303
H -1.5288 0.6898 2.0223
H -2.7517 -1.3362 2.4231
H -1.2635 -2.4047 2.2397
H -1.8205 -0.2239 4.3990
H -1.7331 -1.9522 4.6799
H 0.4215 -0.9796 5.4014
H 0.7517 -1.8435 3.8803
H 0.5552 -0.0870 3.9174
C 4.9270 -0.1654 0.3794
C 4.2115 -1.1489 1.2529
C 2.7357 -0.7814 1.2515
N 2.5888 0.1516 0.1503
C 1.4198 0.8032 -0.1594
C 1.6065 2.0338 -0.9368
C 2.0686 1.9849 -2.2869
C 2.1394 3.1061 -3.0592
C 1.7663 4.3628 -2.4582
C 1.3426 4.4447 -1.1065
C 1.3057 3.3183 -0.3672
C 3.8512 0.6076 -0.3998
H 5.5114 0.5660 0.9414
H 5.5608 -0.6693 -0.3591
H 4.3087 -2.1759 0.8567
H 4.5659 -1.1578 2.2978
H 2.0506 -1.6465 1.1662
H 2.3734 -0.2805 2.1892
H 0.6216 0.7267 0.5526
H 2.2619 0.9792 -2.7322
H 2.5045 3.0711 -4.0765
H 1.9388 5.2877 -3.0539
H 1.0923 5.4185 -0.6875
H 0.9191 3.3197 0.6773
H 3.9309 1.7111 -0.2517
H 3.9380 0.4445 -1.4950
*
```

Löwdin population analysis, charges in e, atoms 1 to 4:
1. C -0.1095
2. C -0.2842
3. C -0.2604
4. C -0.2784


No. 2
A structure of composition C23H42Cl3LuN2O4Si in a non-equilibrium geometry, computed with ωB97M-V/def2-TZVPD.

lowest unoccupied orbital energy = 0.44 eV
DFT total energy = -114772.8726 eV
largest force on an atom = 10.9 eV Å⁻¹

Geometry as ORCA input:
```
! wB97M-V def2-TZVPD RIJCOSX def2/J DEFGRID3
* xyz 0 1
C 2.5739 -1.9362 -3.1221
C 1.7499 -1.4122 -4.2528
H 2.6968 -3.0168 -3.2068
H 2.0728 -1.7528 -2.1737
H 3.5613 -1.4876 -3.0753
C 1.5938 -1.9998 -5.4399
C 2.1873 -3.2788 -5.9173
H 0.9534 -1.4971 -6.1603
H 2.2299 -4.0143 -5.1107
H 3.2172 -3.1280 -6.2479
H 1.6399 -3.7215 -6.7442
Lu 0.0009 -0.0030 4.4230
Cl 1.5417 1.4706 5.3047
Cl 1.2884 -0.5586 2.6018
C -0.1408 2.2397 2.6171
O -0.8549 1.5347 3.3542
N -0.6275 3.2033 1.8361
C -2.0309 3.2531 1.4776
C 0.2373 4.2340 1.3016
H 0.9371 2.0994 2.5764
H -2.5910 2.6347 2.1678
H -2.1723 2.8825 0.4625
H -2.3977 4.2784 1.5278
H 1.2383 4.1193 1.7046
H -0.1363 5.2228 1.5684
H 0.2879 4.1643 0.2148
H 0.2390 -4.6340 3.0063
H -0.7574 -2.9366 1.1795
C -0.7147 -4.5544 3.5272
C -1.6796 -3.1905 1.6993
N -1.4059 -3.3510 3.1170
H -0.5223 -4.5253 4.5953
C -1.5922 -2.3492 3.9666
O -1.5637 -1.1449 3.6419
H -2.3815 -2.3776 1.5653
H -1.8156 -2.6585 4.9907
H -1.3150 -5.4346 3.2991
H -2.0798 -4.1174 1.2896
O -0.2749 -0.3285 -3.4804
C 1.0371 -0.1066 -3.9783
C -0.1778 0.8163 -6.0064
C 0.9672 0.7485 -5.2248
H -1.0521 0.2613 -5.7021
C -0.1970 1.5919 -7.1586
H 1.6171 0.4444 -3.2306
C 2.0939 1.4688 -5.6136
H -1.0966 1.6365 -7.7589
C 0.9268 2.3086 -7.5399
C 2.0755 2.2446 -6.7609
H 2.9949 1.4107 -5.0151
H 0.9105 2.9130 -8.4373
H 2.9579 2.8012 -7.0485
Si -0.9806 0.5385 -2.2359
Cl 0.6738 -1.8095 5.7262
C -2.8111 0.2223 -2.4498
C -0.5921 2.3656 -2.4060
C -0.4191 -0.0793 -0.5574
H -3.1094 0.3176 -3.4931
H -3.4065 0.9248 -1.8667
H -3.0752 -0.7829 -2.1228
H -0.6546 -1.1348 -0.4258
H -0.9178 0.4697 0.2425
H 0.6540 0.0413 -0.4244
H -0.7512 2.7165 -3.4252
H 0.4369 2.5903 -2.1297
H -1.2379 2.9544 -1.7540
C -1.2884 0.2722 8.4088
C 0.0009 -0.0030 7.6940
C 1.2751 -0.2333 8.4624
O 0.0009 -0.0030 6.4230
H -1.1563 0.2616 9.5106
H -2.0373 -0.4988 8.1319
H -1.6673 1.2720 8.1088
H 1.6875 -1.2362 8.2378
H 2.0239 0.5376 8.1813
H 1.1047 -0.1711 9.5571
*
```

Löwdin population analysis, charges in e, atoms 1 to 4:
1. C -0.0286
2. C -0.2343
3. H 0.0726
4. H 0.0779


No. 3
A structure of composition C23H42Cl3N2O4RuSi in a non-equilibrium geometry, computed with ωB97M-V/def2-TZVPD.

lowest unoccupied orbital energy (alpha / beta) = 0.54 / -0.09 eV
<S²> = 8.76
DFT total energy = -83728.8494 eV
largest force on an atom = 6.0 eV Å⁻¹

Geometry as ORCA input:
```
! wB97M-V def2-TZVPD RIJCOSX def2/J DEFGRID3
* xyz 0 6
C 3.9123 4.5056 -1.8147
C 2.6875 4.1023 -1.0672
H 3.9183 5.5853 -2.0229
H 3.9927 3.9817 -2.7781
H 4.7906 4.2322 -1.2144
C 1.7415 4.9985 -0.7406
C 1.9697 6.4816 -0.9140
H 0.8473 4.6755 -0.1845
H 1.8231 6.8797 -1.9322
H 2.9807 6.7748 -0.5709
H 1.2314 6.9809 -0.2845
Ru -0.8458 -1.8927 -0.6399
Cl 1.2116 -2.9124 -0.1420
Cl -0.9379 -2.5464 -2.7669
H -3.1154 -6.5942 -1.5404
H -0.1375 -7.1604 -1.3910
C -2.6891 -5.6738 -1.9613
C -0.2356 -6.2029 -1.9131
N -1.3710 -5.4702 -1.3826
H -3.3359 -4.8192 -1.7438
C -1.2089 -4.6698 -0.3255
O -1.9451 -3.6639 -0.1116
H 0.6935 -5.6281 -1.7938
H -0.3472 -4.8537 0.3249
H -2.5678 -5.8099 -3.0407
H -0.4105 -6.3968 -2.9693
H -1.3247 2.3488 -2.6449
H -2.0786 3.6906 -0.5277
C -2.3310 1.9270 -2.5499
C -2.9304 3.0004 -0.4150
N -2.6733 1.7484 -1.1413
H -2.4038 0.9745 -3.0675
C -2.7060 0.5361 -0.5457
O -2.6839 -0.5823 -1.1372
H -3.1212 2.8363 0.6562
H -2.6593 0.5781 0.5575
H -3.0182 2.6618 -2.9744
H -3.8047 3.4866 -0.8646
O 2.1210 2.0690 -2.1649
C 2.5390 2.5958 -0.9023
C 0.3275 2.4818 0.3639
C 1.7111 2.2385 0.3196
H -0.2285 2.6727 -0.5601
C -0.2895 2.5643 1.6116
H 3.5160 2.1568 -0.6854
C 2.3413 1.6658 1.4354
H -1.3147 2.9084 1.6861
C 0.3756 2.1580 2.7563
C 1.6701 1.6602 2.6586
H 3.3671 1.3003 1.3838
H -0.0977 2.2476 3.7335
H 2.1526 1.2828 3.5522
Si 2.6749 1.6785 -3.6430
Cl 0.0497 -0.0626 -0.4001
C 0.9978 1.6758 -4.4338
C 2.9224 -0.1490 -3.1471
C 4.2224 2.2954 -4.4123
H 0.3122 2.3108 -3.8545
H 0.6236 0.6411 -4.3681
H 1.0005 1.9366 -5.4942
H 4.2300 3.3052 -4.8346
H 4.1886 1.5356 -5.2170
H 5.1105 2.1450 -3.7732
H 3.3199 -0.2487 -2.1322
H 3.5399 -0.7342 -3.8511
H 1.9352 -0.6223 -3.1121
C 0.3321 -1.8175 3.0749
C -1.0075 -1.3821 2.6088
C -1.9712 -0.8001 3.5941
O -1.4590 -1.5470 1.4530
H 0.6934 -1.0971 3.8209
H 1.0518 -1.9056 2.2494
H 0.2345 -2.7851 3.5901
H -1.6238 0.1896 3.9020
H -2.9640 -0.7325 3.1402
H -2.0112 -1.4125 4.4944
*
```

Löwdin population analysis, charges in e, atoms 1 to 4:
1. C -0.0372
2. C -0.2288
3. H 0.0732
4. H 0.0400


No. 4
A structure of composition C23H42FN8PS2SiTeTi, computed with ωB97M-V/def2-TZVPD.

lowest unoccupied orbital energy (alpha / beta) = -0.05 / -0.06 eV
<S²> = 2.00
DFT total energy = -108419.0410 eV
largest force on an atom = 0.7 eV Å⁻¹

Geometry as ORCA input:
```
! wB97M-V def2-TZVPD RIJCOSX def2/J DEFGRID3
* xyz 0 3
Ti 0.2174 0.0733 0.0376
N -1.5578 -1.2511 -0.4455
C -1.6279 -1.4647 -1.9143
C -0.2516 -1.4356 -2.5803
N 0.4968 -0.2530 -2.1241
H -1.4840 -2.1296 0.0520
H -2.3992 -0.7959 -0.1043
H -2.2238 -0.6546 -2.3351
H -2.1255 -2.4053 -2.1577
H -0.3938 -1.4285 -3.6645
H 0.3113 -2.3307 -2.3162
H -0.0116 0.6030 -2.3630
H 1.4150 -0.1833 -2.5446
C 0.5815 3.0222 -3.4994
Si -2.0129 2.5624 -1.1431
C -3.5804 1.6179 -0.7689
C -2.3628 4.3768 -0.8779
N -0.6025 1.9975 -0.3887
C 0.1622 2.7023 0.5395
C -0.3054 3.6220 1.4864
C 0.5415 4.2685 2.3784
C 1.9033 4.0254 2.3706
C 2.4167 3.1086 1.4593
C 1.5533 2.4832 0.6037
F 2.0667 1.5207 -0.2610
H 0.8313 2.1084 -4.0416
H 0.8653 2.9211 -2.4497
H 1.1615 3.8375 -3.9354
H -4.4339 2.1563 -1.1918
H -3.7169 1.5638 0.3137
H -3.6211 0.5976 -1.1570
H -2.9486 4.7471 -1.7243
H -1.4598 4.9833 -0.7906
H -2.9535 4.5410 0.0264
H -1.3686 3.8244 1.5218
H 0.1209 4.9613 3.0962
H 2.5618 4.5181 3.0717
H 3.4697 2.8616 1.4265
C -3.9925 1.0534 3.4437
Te -1.9842 0.6229 2.8810
C -2.2362 -1.4743 3.0982
H -4.7004 0.7448 2.6770
H -4.0761 2.1274 3.6002
H -4.2096 0.5451 4.3809
H -2.5087 -1.7056 4.1251
H -1.2778 -1.9402 2.8715
H -3.0043 -1.8416 2.4193
C 3.9775 -4.3861 0.0109
N 2.6288 -4.9579 0.0305
C 2.3152 -5.3227 1.4118
N 2.4325 -4.2177 2.3538
C 3.7769 -3.6466 2.2647
N 4.1564 -3.2495 0.9075
C 3.3798 -2.0950 0.4578
P 1.5512 -2.4084 0.4351
C 1.6455 -4.0127 -0.5074
C 1.4088 -3.2031 2.1112
H 4.2200 -4.0799 -1.0090
H 4.6739 -5.1708 0.3139
H 3.0102 -6.1084 1.7158
H 1.2993 -5.7217 1.4531
H 4.4891 -4.3990 2.6104
H 3.8341 -2.7753 2.9190
H 3.6907 -1.8321 -0.5580
H 3.5857 -1.2333 1.0971
H 1.9087 -3.8025 -1.5491
H 0.6603 -4.4902 -0.5178
H 0.4248 -3.6795 2.1785
H 1.4577 -2.4381 2.8832
S -1.4302 3.2747 -5.3911
C -2.6467 2.0538 -5.0430
C -2.6879 1.7341 -3.7533
N -1.7698 2.3480 -2.8991
C -0.9063 3.3113 -3.6223
H -3.2685 1.6462 -5.8222
H -3.4012 1.0404 -3.3321
H -1.0975 4.3232 -3.2529
S 2.8124 0.1439 4.0756
C 1.7146 0.0405 2.8866
N 0.9089 -0.0906 2.0388
*
```

Löwdin population analysis, charges in e, atoms 1 to 4:
1. Ti 0.5786
2. N -0.0445
3. C -0.2061
4. C -0.2247


No. 5
A structure of composition C23H42N2O3P2Pb in a non-equilibrium geometry, computed with ωB97M-V/def2-TZVPD.

lowest unoccupied orbital energy = -0.49 eV
DFT total energy = -57479.9285 eV
largest force on an atom = 1.6 eV Å⁻¹

Geometry as ORCA input:
```
! wB97M-V def2-TZVPD RIJCOSX def2/J DEFGRID3
* xyz 0 1
P 0.1642 -1.3491 -6.4617
P 0.0870 1.7484 -6.3618
C -0.2166 -0.4584 -8.0698
C 0.3217 0.9625 -8.0509
H -1.3062 -0.4812 -8.2119
H 0.2409 -1.0310 -8.8840
H 1.3943 0.9951 -8.2883
H -0.2058 1.5802 -8.7862
C -1.5330 2.5562 -6.7356
H -1.7572 3.2815 -5.9424
H -2.3336 1.8060 -6.7829
H -1.4566 3.0746 -7.7015
C 1.1806 3.1985 -6.6430
H 0.9026 3.6922 -7.5851
H 2.2258 2.8637 -6.6923
H 1.0577 3.8973 -5.8048
C -0.9622 -2.7761 -6.7462
H -0.7797 -3.5270 -5.9657
H -0.7614 -3.2072 -7.7376
H -2.0051 -2.4337 -6.6926
C 1.7396 -2.1311 -7.0148
H 2.5390 -1.3810 -7.0686
H 1.5836 -2.5780 -8.0059
H 2.0177 -2.9117 -6.2951
Pb 1.5242 0.0074 1.1395
C 0.5256 1.7333 -2.0017
C -0.8135 1.6501 -2.0663
C -1.5845 0.7463 -2.9743
C -1.9638 -0.6428 -2.3703
C -0.8678 -1.5046 -1.8415
C 0.4410 -1.4479 -2.1346
C 1.1097 -0.5699 -3.1587
C 1.5320 0.8709 -2.7317
C 0.2815 -1.7564 1.8026
H 0.9855 2.4628 -1.3099
H -1.4002 2.2522 -1.3594
H -1.0322 0.5886 -3.9109
H -2.5316 1.2535 -3.2265
H -2.6833 -0.4931 -1.5498
H -2.4899 -1.2079 -3.1574
H -1.1936 -2.2438 -1.0974
H 1.1275 -2.1050 -1.5719
H 0.4906 -0.4982 -4.0717
H 2.0418 -1.0790 -3.4697
H 2.4407 0.8189 -2.0949
H 1.8601 1.3873 -3.6597
H 0.7388 -1.9505 2.7817
H 0.4792 -2.5893 1.1196
H -0.7953 -1.5681 1.9049
C 0.4400 4.3245 3.9154
C -0.9526 3.7471 4.0173
C -1.1166 2.1930 3.8700
C -0.6205 1.3989 5.1251
C 0.8487 1.5202 5.4769
C -2.6512 1.9437 3.7603
O -3.4287 2.2552 4.6464
N -3.0998 1.3481 2.5977
C -2.3454 0.8585 1.5227
O -2.9105 0.2605 0.6097
N -0.9879 1.1085 1.5558
C -0.4054 1.6592 2.6111
O 0.8899 1.6936 2.6147
H 1.1115 3.9499 4.6889
H 0.3745 5.4098 4.0278
H 0.8812 4.1195 2.9367
H -1.4231 4.0212 4.9782
H -1.5729 4.1920 3.2204
H -1.2301 1.7317 5.9818
H -0.8742 0.3377 4.9505
H 1.0543 2.4402 6.0269
H 1.1590 0.6872 6.1150
H 1.4820 1.5066 4.5848
H -4.0909 1.1208 2.5686
*
```

Löwdin population analysis, charges in e, atoms 1 to 4:
1. P 0.8326
2. P 0.8217
3. C -0.4446
4. C -0.4460


No. 6
A structure of composition C23H42N2O3P2Ti in a non-equilibrium geometry, computed with ωB97M-V/def2-TZVPD.

lowest unoccupied orbital energy (alpha / beta) = 0.19 / 0.10 eV
<S²> = 2.01
DFT total energy = -75341.0145 eV
largest force on an atom = 4.8 eV Å⁻¹

Geometry as ORCA input:
```
! wB97M-V def2-TZVPD RIJCOSX def2/J DEFGRID3
* xyz 0 3
P 0.0075 -2.4703 -3.7038
P 1.0959 -0.2851 -3.5693
C 0.2460 -2.0712 -5.4546
C 1.2879 -0.9628 -5.3538
H -0.6632 -1.7200 -5.9646
H 0.6620 -2.9487 -5.9644
H 2.2820 -1.3361 -5.6325
H 1.0197 -0.1432 -6.0281
C 0.0963 1.1232 -4.3101
H -0.0306 1.9330 -3.5765
H -0.8591 0.8298 -4.7513
H 0.6897 1.5758 -5.1260
C 2.4661 0.9831 -3.6094
H 2.8069 0.9818 -4.6600
H 3.3218 0.8395 -2.9448
H 1.9776 1.9537 -3.3991
C -1.0906 -3.6241 -2.9197
H -0.8346 -3.7628 -1.8582
H -0.9080 -4.5559 -3.4551
H -2.1312 -3.3075 -3.0092
C 1.7111 -3.1169 -3.2341
H 2.5865 -2.5864 -3.6358
H 1.6392 -4.1374 -3.6262
H 1.8324 -3.1883 -2.1196
Ti 0.5147 -1.7392 -1.6547
C -1.4242 5.0921 -3.9787
C -2.6858 4.6520 -3.8967
C -3.1481 3.2460 -4.0028
C -2.6905 2.2906 -2.8678
C -1.9077 2.8017 -1.6909
C -0.7847 3.5390 -1.5711
C -0.0113 4.6686 -2.1426
C -0.7892 5.8350 -2.8268
C 1.0248 -3.3208 -0.1637
H -0.6877 4.8313 -4.7535
H -3.4919 5.3559 -3.6915
H -2.9288 2.8362 -4.9971
H -4.2364 3.2775 -3.9238
H -3.6126 1.8072 -2.5013
H -2.0982 1.4820 -3.3272
H -2.1880 2.2482 -0.7825
H -0.1424 2.9791 -0.8742
H 0.7096 4.3161 -2.8985
H 0.6723 5.0018 -1.3485
H -1.5029 6.3279 -2.1451
H -0.0637 6.5860 -3.1876
H 1.9624 -3.0240 0.3501
H 1.2021 -4.2989 -0.6480
H 0.2659 -3.4558 0.6234
C -0.0069 -0.9505 3.1691
C 1.1494 -0.0439 2.7977
C 1.0027 0.8086 1.4523
C -0.0295 1.9343 1.6586
C -1.4737 1.5005 1.7541
C 2.3827 1.3547 1.0643
O 2.5904 2.5082 0.7381
N 3.3009 0.3116 1.0019
C 3.0163 -0.6326 0.0015
O 3.8477 -1.4550 -0.3307
N 1.7384 -0.5338 -0.4836
C 0.7335 -0.0338 0.2609
O -0.3998 -0.4076 -0.2331
H -0.8392 -0.4152 3.6389
H 0.3518 -1.6660 3.9178
H -0.3948 -1.5223 2.3182
H 1.3022 0.6881 3.6156
H 2.0792 -0.6379 2.7176
H 0.2457 2.4665 2.5824
H 0.1278 2.6603 0.8537
H -1.7882 1.4532 2.8028
H -2.0798 2.2502 1.2417
H -1.6212 0.5367 1.2592
H 4.2721 0.5650 1.0983
*
```

Löwdin population analysis, charges in e, atoms 1 to 4:
1. P 0.6882
2. P 0.8027
3. C -0.3603
4. C -0.3729